The following is a quantum chemistry calculation of a cluster of 2 separate species, C3H6O2S2 in total at a distorted geometry, from OMol25.

Computed properties:
E in Ha: -1064.70535
Energy above the lowest of the compared OMol25 structures with the same formula, charge and spin in kJ/mol: 210.79
Lowest unoccupied orbital energy in hartree: 0.015
2S+1: 1
M in g/mol: 138.2
E_HOMO in eV: -8.89

Last columns: bonded neighbours and bond lengths (Å).
Atoms and positions in Å:
1 O 0.20 0.65 1.99  C2 1.206
2 C 0.00 -0.32 1.30  O1 1.206, C3 1.460, H7 1.073
3 C 0.96 -0.89 0.36  C2 1.460, S4 1.784, C5 1.468, S6 1.831
4 S 2.51 -0.03 0.48  C3 1.784, H8 1.427
5 C 0.64 -1.74 -0.80  C3 1.468, S6 1.756, H9 1.189, H10 1.055
6 S 0.98 -2.70 0.63  C3 1.831, C5 1.756
7 H -0.94 -0.80 1.49  C2 1.073
8 H 2.04 0.95 1.41  S4 1.427
9 H -0.48 -1.77 -1.17  C5 1.189
10 H 1.36 -1.79 -1.57  C5 1.055
11 O -1.55 1.83 -0.34  H12 0.962, H13 0.962
12 H -1.02 2.29 -1.00  O11 0.962
13 H -1.76 2.35 0.44  O11 0.962